Here is a molecular structure, C29H36AsCoF6N4P2 from OMol25. Energies are from ωB97M-V/def2-TZVPD.

Positions of all 79 atoms, in Å:
Co 0.004 0.151 -0.159
N 0.582 -0.954 -1.645
C 0.319 -2.402 -1.411
C -0.990 -2.509 -0.660
N -1.048 -1.496 0.429
C -0.517 -1.985 1.736
C 0.995 -1.920 1.722
N 1.371 -0.586 1.170
H 1.570 -0.805 -1.846
H 0.096 -0.656 -2.494
H 0.274 -2.939 -2.358
H 1.156 -2.807 -0.850
H -1.809 -2.302 -1.345
H -1.144 -3.514 -0.264
H -2.028 -1.270 0.578
H -0.911 -1.332 2.511
H -0.869 -2.999 1.931
H 1.389 -2.038 2.731
H 1.437 -2.704 1.114
H 1.253 0.085 1.935
H 2.367 -0.571 0.964
C -1.039 4.017 -1.606
N -0.620 2.616 -1.440
P -1.620 1.237 -1.322
C -2.106 0.792 -2.998
C -2.751 -0.423 -3.240
C -3.233 -0.721 -4.504
C -3.107 0.205 -5.531
C -2.506 1.434 -5.290
C -2.004 1.727 -4.032
C -3.169 1.516 -0.477
C -4.220 2.089 -1.210
C -5.451 2.283 -0.611
C -5.656 1.882 0.705
C -4.626 1.302 1.431
C -3.382 1.129 0.848
P 0.891 2.003 -1.047
C 1.954 1.774 -2.479
C 3.293 1.442 -2.231
C 4.146 1.167 -3.286
C 3.672 1.226 -4.594
C 2.349 1.556 -4.843
C 1.484 1.823 -3.789
C 1.811 3.291 -0.127
C 2.192 3.178 1.204
C 2.879 4.252 1.887
C 3.207 5.417 1.225
C 2.864 5.523 -0.110
C 2.180 4.450 -0.790
H -0.745 4.418 -2.576
H -0.622 4.627 -0.806
H -2.123 4.068 -1.513
H -2.941 -1.120 -2.434
H -3.731 -1.665 -4.682
H -3.497 -0.023 -6.514
H -2.441 2.169 -6.081
H -1.561 2.698 -3.859
H -4.088 2.363 -2.250
H -6.256 2.734 -1.174
H -6.625 2.026 1.165
H -4.783 1.005 2.459
H -2.573 0.747 1.456
H 3.682 1.414 -1.217
H 5.182 0.918 -3.095
H 4.342 1.020 -5.418
H 1.987 1.612 -5.861
H 0.456 2.079 -3.993
H 1.997 2.280 1.770
H 3.113 4.119 2.937
H 3.712 6.225 1.736
H 3.100 6.419 -0.672
H 1.981 4.574 -1.849
F -0.461 1.482 1.272
As -0.728 2.069 3.113
F 0.243 3.412 2.604
F 0.762 1.177 3.367
F -0.853 2.551 4.711
F -1.572 0.584 3.286
F -2.114 2.849 2.531

⟨S²⟩: 0.769
ΔE to the lowest compared entry with this formula, charge and spin: 47.0 kcal/mol
Multiplicity: 2
Total charge: +3
Gap between HOMO and LUMO (alpha / beta): 0.2850 / 0.1531 Eh
Lowest unoccupied orbital energy (alpha / beta): -9.1 / -12.7 eV

Here is a molecular structure, C29H36CrN7O2 from OMol25. Energies are from ωB97M-V/def2-TZVPD.

Positions of all 75 atoms, in Å:
Cr -0.284 -0.068 0.332
C -3.248 -2.058 1.997
C -2.118 -2.829 2.685
C -0.689 -2.307 2.386
N -0.645 -0.890 2.124
C -0.964 -0.058 3.107
C -1.077 -0.467 4.460
C -1.465 0.217 5.591
C -1.926 1.518 5.736
C -1.971 2.485 4.744
C -1.543 2.407 3.437
C -1.037 1.334 2.676
N -0.620 1.507 1.422
C 0.044 2.746 1.090
C -0.280 3.247 -0.310
C 0.311 2.287 -1.347
N -0.428 1.049 -1.308
C -1.476 0.879 -2.114
C -1.673 1.615 -3.311
C -2.675 1.581 -4.259
C -3.836 0.823 -4.306
C -4.202 -0.173 -3.413
C -3.520 -0.645 -2.313
C -2.316 -0.238 -1.691
N -1.845 -0.858 -0.604
C -2.294 -2.222 -0.385
C -3.501 -2.445 0.542
H -3.044 -0.987 2.050
H -4.173 -2.245 2.549
H -2.170 -3.884 2.408
H -2.300 -2.767 3.759
H -0.270 -2.811 1.515
H -0.034 -2.572 3.226
H -0.742 -1.474 4.663
H -1.422 -0.360 6.508
H -2.263 1.810 6.722
H -2.379 3.446 5.039
H -1.674 3.324 2.877
H 1.120 2.513 1.130
H -0.140 3.531 1.830
H 0.160 4.237 -0.442
H -1.362 3.322 -0.445
H 1.346 2.097 -1.057
H 0.322 2.770 -2.329
H -0.882 2.306 -3.574
H -2.534 2.262 -5.090
H -4.512 1.008 -5.129
H -5.154 -0.656 -3.602
H -4.048 -1.421 -1.783
H -1.458 -2.766 0.055
H -2.509 -2.696 -1.356
H -3.758 -3.509 0.483
H -4.365 -1.878 0.189
N 1.010 -1.889 -0.529
N 1.989 -1.968 0.507
C 2.443 -0.715 1.048
O 3.500 -0.714 1.640
O 1.674 0.266 0.831
H 0.614 -2.820 -0.664
H 1.450 -1.617 -1.419
H 2.768 -2.599 0.322
N 2.314 0.030 -2.440
C 3.185 0.876 -3.141
C 3.305 0.788 -4.526
C 4.156 1.637 -5.208
C 4.890 2.591 -4.523
C 4.803 2.656 -3.143
C 3.968 1.799 -2.455
H 1.397 -0.015 -2.868
H 2.249 0.300 -1.462
H 2.735 0.044 -5.064
H 4.245 1.554 -6.281
H 5.534 3.267 -5.062
H 5.380 3.388 -2.598
H 3.916 1.840 -1.376

⟨S²⟩: 3.800
Multiplicity: 4
Gap between HOMO and LUMO (alpha / beta): 0.2567 / 0.2620 Eh
Lowest unoccupied orbital energy (alpha / beta): 0.0 / -0.1 eV

Number 1: M 750.426 g/mol, E -6245.3386 Ha. Number 2: M 566.650 g/mol, E -2704.9440 Ha.